# 1
39
Properties=species:S:1:pos:R:3:forces:R:3 method="wB97M-V/def2-TZVPD" total_charge=+2 relative_energy_kcal_mol=52.8 multiplicity=1 max_force_ev_per_a=5.74
C 3.143573 -1.021382 0.412411 -0.46 1.34 -1.32
N 1.819807 -0.835674 0.220184 0.80 -0.28 0.18
N 1.669090 0.001311 -0.872307 -0.09 -0.12 0.88
C 2.895435 0.367273 -1.317183 -0.32 -0.59 0.72
C 3.852837 -0.259742 -0.535178 -0.16 -0.09 0.21
B 0.334667 0.233633 -1.666681 0.65 -1.63 -0.94
N -0.671836 -0.909040 -1.317121 0.22 -0.54 0.68
N -0.695941 -1.642643 -0.138163 -0.95 0.02 -0.06
C -1.512770 -2.703278 -0.347550 0.48 1.05 -1.31
C -1.950725 -2.698039 -1.681471 -0.04 0.06 0.29
C -1.422995 -1.548187 -2.244063 0.23 -0.14 0.66
Mg 0.477032 -1.646677 1.662521 1.91 0.88 -4.35
N -0.319596 1.664547 -1.739708 1.11 2.16 -1.93
N -1.510543 2.029500 -1.112831 -0.73 2.31 -0.17
C -1.821460 3.251242 -1.574119 0.02 -1.59 0.69
C -0.892327 3.664715 -2.573865 -1.00 0.81 0.69
C 0.054831 2.640539 -2.618707 0.57 -3.68 1.54
H -2.679256 3.810940 -1.212949 0.11 -0.35 -0.08
H 0.926740 2.498305 -3.240050 -0.08 0.13 -0.05
H -0.918219 4.560470 -3.167248 0.04 0.14 -0.08
H 0.669724 0.051637 -2.837884 -0.24 0.21 0.56
H -1.507770 -1.132033 -3.239572 -0.01 -0.20 0.12
H 2.984067 1.048157 -2.156041 0.13 -0.29 0.12
H -2.538658 -3.450615 -2.171122 -0.19 0.02 -0.04
H 4.914500 -0.174741 -0.633530 0.24 -0.01 -0.04
H -1.742080 -3.411978 0.438966 0.11 0.05 -0.22
H 3.526595 -1.651864 1.205055 -0.04 0.07 -0.07
H -1.409343 -1.239108 2.005574 -0.04 -0.79 0.54
C -1.274592 -2.051056 2.769284 -1.22 0.20 0.72
H -2.016657 -2.818517 2.522485 0.36 0.09 0.18
H -0.266566 -2.555342 2.837008 -1.46 -0.64 1.24
H -1.504659 -1.603987 3.742783 0.25 -0.42 -0.12
F 0.522255 1.335845 1.226617 -0.97 -1.75 1.86
C 0.275032 0.499396 2.275474 4.23 3.74 -1.02
F 1.544303 0.148759 2.822653 -2.43 -0.17 -0.69
C -0.532191 1.217379 3.314983 -2.55 1.62 2.56
F 0.020642 2.396924 3.687171 -0.26 -1.69 -0.81
F -1.771987 1.481215 2.816219 1.44 -0.55 0.31
F -0.670949 0.452098 4.437973 0.35 0.63 -1.43


# 2
54
Properties=species:S:1:pos:R:3:forces:R:3 method="wB97M-V/def2-TZVPD" relative_energy_kcal_mol=5.1 smiles=CC[C@@H](CN)NC.O.O.O.O.O.O.O.O.O.O.O multiplicity=1 max_force_ev_per_a=1.64
C 3.277052 0.329918 0.910268 0.62 0.17 -0.01
C 2.342970 -0.871743 0.742263 0.74 0.45 -0.17
C 0.863219 -0.587210 0.643399 -1.16 -0.27 -0.09
C 0.285444 0.070741 -0.623455 1.60 0.34 -0.16
N 1.134387 1.228959 -1.026652 -0.44 0.68 0.19
N 0.083014 -1.852458 0.749690 0.29 0.03 0.85
C 0.403764 -2.623612 1.960418 0.19 0.22 -0.06
H 4.298945 0.023186 1.161636 -0.13 -0.37 -0.13
H 3.376615 0.934830 0.016101 -0.18 0.22 0.01
H 3.021447 0.980878 1.744280 -0.44 0.08 -0.04
H 2.570343 -1.466021 1.624370 -0.40 -0.36 -0.04
H 2.640598 -1.439451 -0.134171 0.13 -0.29 -0.12
H 0.585712 0.066946 1.477877 0.11 0.07 0.24
H -0.761423 0.302867 -0.443558 0.00 0.11 0.01
H 0.328583 -0.632274 -1.458349 -0.19 -0.12 0.14
H 0.604143 1.881676 -1.601668 -0.16 -0.58 -0.43
H 1.349067 1.816231 -0.218286 0.09 -0.45 0.13
H -0.873748 -1.556826 0.909692 -0.21 0.06 -0.47
H 0.595590 -1.996983 2.844399 -0.29 0.10 0.03
H -0.431060 -3.288672 2.154291 0.02 -0.19 0.16
H 1.313315 -3.204740 1.847579 -0.03 -0.26 -0.25
O 0.895239 2.820902 1.653318 0.25 -0.13 0.24
H 1.292816 3.671900 1.864503 -0.02 -0.05 0.05
H 0.902208 2.291811 2.472322 -0.11 0.17 -0.21
O -1.887220 2.595463 1.761788 -0.01 0.05 -0.30
H -1.182182 2.867468 1.135862 -0.21 0.13 0.19
H -2.036101 3.388674 2.287687 -0.08 -0.04 -0.02
O -0.587048 -3.509030 -2.057219 -0.17 -0.10 -0.26
H 0.056813 -3.167490 -2.707097 -0.04 0.03 0.56
H -0.305909 -3.154778 -1.200366 0.17 0.21 -0.06
O -0.552820 1.115440 3.601706 0.07 0.14 -0.20
H -0.736846 0.196061 3.809807 -0.05 -0.01 -0.09
H -1.142322 1.387318 2.863737 0.16 -0.11 0.42
O 3.256918 -0.118746 -2.428804 0.04 0.09 0.15
H 2.534456 0.432048 -2.049539 -0.10 0.21 0.13
H 3.896366 -0.158135 -1.707194 0.02 -0.10 -0.21
O -0.763783 4.191566 -0.319085 -0.19 -0.26 -0.55
H -1.511836 4.217569 -0.938621 0.06 0.10 0.27
H -0.213923 3.535179 -0.769882 0.14 0.13 0.20
O -3.543274 0.413801 1.261354 0.00 -0.08 -0.02
H -4.185856 0.503348 1.974474 0.12 0.09 -0.18
H -3.038320 1.246233 1.232146 -0.18 -0.02 0.32
O -2.761067 -0.561823 -1.291786 -0.08 0.26 -0.02
H -3.006844 -1.490463 -1.493050 -0.06 0.29 0.07
H -3.300187 -0.297959 -0.532194 -0.05 -0.23 0.04
O 1.721490 -2.258070 -3.160681 0.07 0.17 -0.48
H 2.258474 -1.528131 -2.779358 -0.01 -0.22 -0.09
H 1.837907 -2.137118 -4.115169 -0.04 -0.11 0.34
O -1.681688 2.100902 -2.314458 0.28 0.62 0.28
H -2.116282 1.473821 -1.720375 -0.13 -0.42 -0.53
H -2.007457 1.948668 -3.205662 -0.14 -0.28 0.18
O -3.375917 -3.230994 -1.621401 0.07 -0.01 -0.08
H -3.200244 -3.510117 -0.716783 -0.06 -0.09 -0.02
H -2.523537 -3.391561 -2.070106 0.15 -0.09 0.09


# 3
4
Properties=species:S:1:pos:R:3:forces:R:3 method="wB97M-V/def2-TZVPD" total_charge=+5 relative_energy_kcal_mol=0.0 multiplicity=1 max_force_ev_per_a=0.86
Ca 1.233440 -1.018223 3.899940 0.13 -0.31 0.01
Ca 0.470190 4.978697 0.264960 -0.04 0.30 -0.50
Ca -1.952590 -4.019063 -3.152000 -0.06 -0.06 -0.37
I 0.248960 0.058588 -1.012900 -0.02 0.07 0.86


# 4
83
Properties=species:S:1:pos:R:3:forces:R:3 method="wB97M-V/def2-TZVPD" relative_energy_kcal_mol=11.6 multiplicity=1 max_force_ev_per_a=1.43
Co 0.678046 1.651976 0.314929 -0.60 -0.80 0.07
C -3.006096 0.622640 2.313662 -0.01 0.06 0.04
C -2.311177 1.167141 1.228578 -0.07 0.20 0.13
N -1.016554 1.231585 1.501126 0.20 0.10 -0.04
N -0.848160 0.765493 2.749998 -0.20 -0.18 0.37
C -2.031860 0.377836 3.259642 -0.13 -0.08 -0.11
B 0.573564 0.808993 3.369995 -0.01 0.06 -0.27
N 1.434026 -0.148695 2.517305 0.15 -0.20 0.31
C 1.849492 -1.404214 2.764870 0.05 0.03 -0.15
C 2.401989 -1.912241 1.606106 -0.05 -0.04 -0.03
C 2.267859 -0.886006 0.672456 0.10 0.02 0.08
N 1.682006 0.165833 1.229550 -0.20 0.20 -0.31
N 1.086982 2.264222 3.198319 0.15 -0.05 0.00
C 1.390846 3.174314 4.143466 0.06 0.12 -0.06
C 1.687105 4.367189 3.517918 0.01 -0.01 -0.04
C 1.537261 4.097014 2.155412 -0.01 0.01 -0.01
N 1.183781 2.832354 1.983904 -0.18 -0.39 -1.22
N 0.569386 0.470889 4.849663 -0.17 0.01 0.02
C -0.252977 0.976560 5.807242 -0.11 0.00 0.05
C 0.247368 0.616463 7.031527 0.02 -0.01 0.02
C 1.413037 -0.111078 6.724708 -0.05 0.06 -0.07
N 1.604056 -0.183220 5.421712 0.21 -0.10 -0.02
H -4.064145 0.448248 2.399490 0.01 -0.03 0.00
H -2.689694 1.524040 0.284023 0.11 0.00 -0.04
H -2.105446 -0.066208 4.237553 0.02 0.05 0.01
H 1.749023 -1.835482 3.741722 0.01 0.03 0.08
H 2.825682 -2.888934 1.451040 0.05 0.02 0.05
H 2.570959 -0.860715 -0.360381 -0.09 0.05 -0.04
H 1.380718 2.927816 5.191109 -0.01 -0.09 -0.01
H 1.969750 5.298959 3.974095 0.00 -0.02 0.02
H 1.661569 4.747323 1.304915 -0.02 -0.03 -0.02
H -1.122893 1.563053 5.560080 0.04 0.01 -0.05
H -0.160511 0.838473 8.002166 -0.03 0.02 -0.02
H 2.117368 -0.576377 7.395263 0.00 -0.02 0.00
O 0.007372 0.052411 -1.084400 0.63 0.76 0.73
P -0.517318 -0.950246 -2.042270 -0.85 -0.65 -0.53
N -1.431415 -2.146186 -1.309954 0.50 0.27 0.14
C -1.053476 -3.570029 -1.377283 -0.05 -0.12 -0.04
C -1.603334 -4.176890 -0.084232 0.02 0.13 0.04
C -1.544782 -3.005457 0.896658 -0.05 -0.06 -0.17
C -2.004027 -1.850428 0.016900 -0.12 -0.01 0.00
N -1.574459 -0.302615 -3.162002 0.41 0.02 0.35
C -1.066474 0.880719 -3.898763 0.00 0.11 -0.19
C -2.168656 1.930006 -3.771949 -0.08 -0.15 0.10
C -3.429107 1.067997 -3.663037 0.16 0.06 0.01
C -2.971638 -0.065523 -2.751916 -0.12 -0.08 -0.05
N 0.654678 -1.756022 -2.900170 -0.23 0.43 0.02
C 2.005269 -1.205847 -3.114152 0.14 -0.07 0.16
C 2.349516 -1.492994 -4.587925 -0.11 -0.06 -0.01
C 1.019977 -1.903741 -5.229544 0.08 0.05 0.11
C 0.266875 -2.550010 -4.071570 0.04 -0.09 -0.06
H 0.033042 -3.684060 -1.421521 -0.03 0.01 -0.03
H -1.486613 -4.043427 -2.261434 0.06 -0.03 0.01
H -1.021182 -5.039757 0.236309 -0.05 -0.04 -0.02
H -2.641951 -4.482956 -0.226632 0.01 -0.06 0.01
H -0.515902 -2.841178 1.221887 0.04 0.05 0.05
H -2.178713 -3.139857 1.772564 0.02 0.00 0.02
H -1.663925 -0.879820 0.368305 -0.02 -0.17 -0.04
H -3.099340 -1.841247 -0.046201 0.02 0.08 0.03
H -0.923393 0.611155 -4.949922 0.06 0.01 0.02
H -0.115798 1.233346 -3.489643 -0.02 0.00 -0.01
H -2.182261 2.606723 -4.624789 0.00 0.06 0.03
H -2.025003 2.511226 -2.858913 0.00 0.01 -0.11
H -3.699112 0.671372 -4.644674 -0.05 -0.02 0.01
H -4.283970 1.604961 -3.254749 -0.03 -0.01 -0.01
H -3.555776 -0.978688 -2.872389 -0.01 0.02 0.06
H -3.036018 0.250417 -1.702983 -0.02 -0.01 -0.02
H 2.722187 -1.711225 -2.459257 0.00 0.05 0.00
H 2.020370 -0.145614 -2.886766 0.02 0.08 0.03
H 3.064765 -2.314398 -4.648999 0.01 0.01 -0.03
H 2.790814 -0.624436 -5.073577 0.04 -0.01 0.01
H 1.152378 -2.579370 -6.073778 -0.03 0.01 -0.02
H 0.478683 -1.020740 -5.568758 -0.03 -0.01 -0.03
H 0.590132 -3.589195 -3.937175 -0.06 0.01 0.00
H -0.813629 -2.525575 -4.205472 0.00 -0.07 0.01
N -0.902370 3.750167 -1.164469 0.08 0.04 0.05
C -0.241826 2.982705 -0.608287 -0.44 0.34 0.10
C 3.339560 2.480892 -0.321234 0.08 0.14 -0.14
C 2.018211 2.067653 -0.963731 0.98 -0.02 1.03
O 1.941639 1.925852 -2.145304 -0.26 -0.07 -0.26
H 3.641232 3.438641 -0.749853 0.04 0.00 0.00
H 4.083290 1.734322 -0.606242 0.02 0.01 -0.03
H 3.299116 2.551722 0.760133 -0.02 -0.02 -0.04